Formula: H3NOS
Source: OMol25
Level of theory: ωB97M-V with the def2-TZVPD basis set

**Molar mass**: 65.1 Da
**LUMO energy (spin up / spin down)**: 0.24 / -0.72 eV
**HOMO level (spin up / spin down)**: -8.372 / -9.128 eV
**Frontier orbital gap (spin up / spin down)**: 8.61 / 8.41 eV
**Energy above the lowest of the compared OMol25 structures with the same formula, charge and spin**: 3.058 eV

Atoms and positions in Å:
N: -0.8746 0.1787 -0.7549
O: -0.2809 -1.7191 0.8078
S: -1.2859 -0.6602 0.6795
H: -1.4075 1.0310 -0.8531
H: 0.1205 0.3493 -0.8258
H: 1.4069 -1.3771 1.6740

Cartesian forces (eV/Å) of the 2 atoms listed first:
N -0.3 -0.5 0.5
O 0.5 -0.7 0.1



Formula: C14H18ClN2
Source: OMol25
Level of theory: ωB97M-V with the def2-TZVPD basis set

**Molar mass**: 249.8 Da
**LUMO energy**: -5.91 eV
**HOMO level**: -11.530 eV
**SMILES string**: C[N+](C)=NC[C@@]1(c2ccc(Cl)cc2)C=CCC1
**Frontier orbital gap**: 5.62 eV
**Energy above the lowest of the compared OMol25 structures with the same formula, charge and spin**: 0.193 eV
**Charge**: +1

Atoms and positions in Å:
C: -3.4036 -1.7161 -0.1987
N: -2.7006 -0.4735 -0.4716
C: -3.5333 0.7186 -0.5822
N: -1.4451 -0.4697 -0.1833
C: -0.6790 0.6070 -0.8426
H: -4.3324 -1.6968 -0.7701
H: -2.7734 -2.5611 -0.4868
H: -3.6384 -1.8001 0.8754
H: -4.5209 0.3650 -0.8945
H: -3.6493 1.2214 0.3920
H: -3.1498 1.4416 -1.3121
H: -0.8603 0.5829 -1.9429
H: -1.0886 1.6038 -0.5583
Cl: 2.5522 -2.4939 4.4293
C: 1.9939 -1.6742 3.0356
C: 1.8114 -2.3811 1.8368
C: 1.3333 -1.7142 0.7074
C: 1.0616 -0.3487 0.7581
C: 0.7209 0.4605 -0.5426
C: 1.3435 1.8999 -0.4522
C: 1.8663 2.1999 -1.8680
C: 2.0655 0.8282 -2.4632
C: 1.4373 -0.1292 -1.7534
C: 1.1821 0.3381 1.9682
C: 1.6765 -0.3096 3.1056
H: 2.0352 -3.4444 1.7922
H: 1.1964 -2.2734 -0.2252
H: 0.6184 2.6407 -0.0940
H: 2.1996 1.8887 0.2271
H: 1.0932 2.7665 -2.4151
H: 2.7779 2.8138 -1.8478
H: 2.6744 0.6802 -3.3543
H: 1.4040 -1.2005 -1.9408
H: 0.9262 1.4022 2.0308
H: 1.8048 0.2277 4.0413

Cartesian forces (eV/Å) of the 2 atoms listed first:
C -0.4 -0.7 0.5
N 3.0 0.0 2.8



Formula: C37H42MnN9O
Source: OMol25
Level of theory: ωB97M-V with the def2-TZVPD basis set

**Molar mass**: 683.7 Da
**LUMO energy (spin up / spin down)**: 2.44 / 2.44 eV
**HOMO level (spin up / spin down)**: -3.127 / -3.715 eV
**Spin multiplicity**: 6
**⟨S²⟩**: 8.757
**Frontier orbital gap (spin up / spin down)**: 5.56 / 6.15 eV
**Energy above the lowest of the compared OMol25 structures with the same formula, charge and spin**: 0.079 eV
**Charge**: -1

Atoms and positions in Å:
Mn: 0.2114 -0.3545 0.1755
C: 1.7973 3.0014 2.7201
C: 1.2829 1.7592 2.3430
N: 0.8074 1.5154 1.1418
C: 0.7337 2.5353 0.2492
C: 1.2400 3.8316 0.5354
C: 1.8008 4.0308 1.8136
C: 1.1751 4.8279 -0.4550
C: 0.6786 4.5080 -1.6983
C: 0.1553 3.2484 -1.9875
C: 0.1007 2.2516 -1.0113
N: -0.4133 0.9902 -1.1227
C: -1.2277 0.5777 -2.1305
C: -1.9820 1.3522 -3.0199
C: -2.6674 0.7561 -4.0816
C: -2.6541 -0.6033 -4.2938
C: -2.0297 -1.4424 -3.3478
C: -2.0485 -2.8500 -3.4054
C: -1.4263 -3.5716 -2.4154
C: -0.8273 -2.9052 -1.3483
N: -0.8257 -1.5920 -1.2376
C: -1.3638 -0.8542 -2.2421
H: 2.2019 3.1345 3.7154
H: 1.2480 0.9238 3.0312
H: 2.2228 4.9965 2.0671
H: 1.5478 5.8238 -0.2445
H: 0.6942 5.2572 -2.4821
H: -0.1289 3.0078 -2.9993
H: -2.0381 2.4208 -2.8803
H: -3.2166 1.3904 -4.7688
H: -3.1265 -1.0369 -5.1673
H: -2.5505 -3.3463 -4.2274
H: -1.4200 -4.6537 -2.4429
H: -0.3211 -3.4285 -0.5492
C: -4.7151 0.9960 3.2941
N: -4.1441 1.5315 2.0640
C: -5.0717 1.7685 0.9644
C: -2.9275 1.0935 1.7388
N: -1.8698 0.7237 1.4665
H: -5.5144 1.6584 3.6256
H: -3.9463 0.9597 4.0627
H: -5.1217 -0.0124 3.1583
H: -5.9742 2.2223 1.3701
H: -5.3395 0.8434 0.4430
H: -4.6212 2.4534 0.2483
C: 5.3468 -2.4770 -1.7651
N: 4.0304 -1.9556 -2.0299
C: 3.9306 -0.7138 -2.7497
C: 2.7278 -0.0325 -2.0821
O: 2.3248 1.0574 -2.4596
N: 2.2663 -0.8130 -1.0762
C: 3.0307 -1.9569 -1.0342
N: 2.8074 -2.9303 -0.2298
H: 5.8242 -2.7676 -2.7036
H: 5.2887 -3.3564 -1.1261
H: 5.9886 -1.7351 -1.2669
H: 3.7257 -0.8685 -3.8132
H: 4.8201 -0.0815 -2.6528
H: 1.5434 -1.9362 1.2229
H: 3.4303 -3.7141 -0.3873
C: -1.3059 -4.7826 2.0417
C: -1.6799 -3.4844 2.7707
C: -2.4035 -2.5046 1.8596
C: -0.4415 -2.9599 3.4890
C: -0.3114 -3.4589 4.7831
C: 0.8122 -3.2612 5.5630
C: 1.8347 -2.4928 5.0358
C: 1.7476 -1.9420 3.7679
C: 2.8621 -0.9910 3.3568
C: 3.0006 0.1534 4.3752
C: 4.2097 -1.7014 3.2061
C: 0.6192 -2.1938 2.9056
N: 0.6234 -1.7170 1.6095
H: -2.1472 -5.1600 1.4504
H: -1.0225 -5.5484 2.7662
H: -0.4589 -4.6118 1.3807
H: -2.3979 -3.7574 3.5529
H: -1.7320 -2.1034 1.1118
H: -2.7892 -1.6731 2.4511
H: -3.2408 -2.9983 1.3538
H: -1.1175 -4.0693 5.1826
H: 0.8804 -3.6827 6.5593
H: 2.7250 -2.3140 5.6315
H: 2.6016 -0.5505 2.3937
H: 3.4850 -0.1866 5.2938
H: 2.0219 0.5508 4.6500
H: 3.6028 0.9665 3.9586
H: 4.5282 -2.1321 4.1602
H: 4.9800 -0.9975 2.8745
H: 4.1222 -2.4979 2.4734

Cartesian forces (eV/Å) of the 2 atoms listed first:
Mn 1.2 -1.4 1.4
C 0.1 0.6 0.1